(1)
Formula: C7H11ClOS
Source: the OMol25 dataset
Level of theory: ωB97M-V/def2-TZVPD

The LUMO energy (spin up / spin down) is 0.658 / 0.658 eV. Its highest occupied orbital energy (spin up / spin down) is -7.32 / -7.32 eV. The structure (SMILES) is CC(C)(C)C1=C(Cl)COS1. The charge is 0. The value obtained for the HOMO-LUMO gap (spin up / spin down) is 7.97 / 7.97 eV. The value obtained for the relative energy (zero: lowest compared OMol25 entry of this formula, charge and spin) is 234.1 kJ/mol.

Each line ends with the Mulliken charge.
Atoms and positions in Å:
C1 -1.65621 1.33991 -0.21505  -1.675
C2 -0.85890 -0.09381 0.05348  1.766
C3 -1.46037 -0.72971 1.34163  -1.506
C4 -1.04242 -0.96968 -1.12772  -1.556
C5 0.59922 0.19754 0.25842  -0.214
C6 1.94687 -0.59919 0.16124  -0.080
Cl1 1.99072 -2.30706 0.31492  -0.190
C7 3.15528 0.31862 -0.19614  -0.166
O1 2.72609 1.67502 0.07548  -0.313
S1 1.07965 1.86123 0.11676  0.030
H1 -1.50509 2.18611 0.39616  0.530
H2 -1.31368 1.72652 -1.29338  0.354
H3 -2.79054 1.21631 -0.07479  0.324
H4 -2.59089 -0.47545 1.29485  0.305
H5 -1.23631 -0.30722 2.29938  0.379
H6 -1.30157 -1.76427 1.49715  0.396
H7 -2.09199 -1.11463 -1.28281  0.440
H8 -0.57851 -1.96666 -0.83458  0.344
H9 -0.59030 -0.51798 -1.96295  0.386
H10 4.02700 0.15670 0.47058  0.260
H11 3.49195 0.16770 -1.29264  0.186


(2)
Formula: C5H11NOSi
Source: the OMol25 dataset
Level of theory: ωB97M-V/def2-TZVPD

The LUMO energy (spin up / spin down) is 0.591 / -1.168 eV. Its highest occupied orbital energy (spin up / spin down) is -4.40 / -10.78 eV. The charge is 0. The value obtained for the HOMO-LUMO gap (spin up / spin down) is 4.99 / 9.62 eV. As for the spin multiplicity: 3. The value obtained for the relative energy (zero: lowest compared OMol25 entry of this formula, charge and spin) is 0.0 kJ/mol.

Each line ends with the Mulliken charge.
Atoms and positions in Å:
C1 -0.81553 -1.35941 2.27407  -0.977
C2 0.24441 -0.40773 1.68332  -0.403
C3 0.99866 -0.83873 -2.91603  0.406
C4 1.42333 1.95057 -0.10914  -0.896
C5 -1.54605 0.72192 -0.62103  -1.161
N1 0.46869 -1.31980 -1.99510  -0.273
O1 1.56259 -0.41470 -3.83436  -0.456
Si1 0.05584 0.69782 0.33180  -0.014
H1 -0.43401 -2.38624 2.21318  0.310
H2 -0.95386 -1.01681 3.27969  0.335
H3 1.13294 -0.58442 2.23062  0.515
H4 1.90573 1.57908 -1.12094  0.232
H5 1.02298 2.95752 -0.08431  0.314
H6 2.16709 1.93895 0.68100  0.302
H7 -2.30997 0.94984 -0.00431  0.492
H8 -1.56038 1.19408 -1.57749  0.382
H9 -1.94374 -0.31444 -0.93140  0.302
H10 0.36469 -1.97432 -1.17959  0.311
H11 -1.78344 -1.37318 1.68004  0.278


(3)
Formula: C26H58BrClO14P2Si2
Source: the OMol25 dataset
Level of theory: ωB97M-V/def2-TZVPD

The LUMO energy is -1.755 eV. Its highest occupied orbital energy is -9.69 eV. The charge is 0. The value obtained for the HOMO-LUMO gap is 7.94 eV.

Each line ends with the Mulliken charge.
Atoms and positions in Å:
C1 -3.95171 -7.51859 5.26630  -0.964
C2 -2.76910 -6.36508 5.00494  -0.460
C3 -3.53683 -4.97007 4.61582  -0.257
O1 -2.83755 -4.12271 3.63726  -0.452
Si1 -3.36022 -2.41795 3.80099  0.720
Cl1 -2.74376 -1.78483 5.74862  -0.298
C4 -5.31048 -2.39807 3.75644  -0.190
C5 -5.97984 -1.31995 4.79878  -0.001
O2 -6.46038 -1.65625 6.00926  -0.559
O3 -2.81863 -1.40176 2.47495  -0.162
Si2 -1.36658 -0.49580 2.86825  0.473
Br1 -0.66688 0.45502 0.85654  -0.400
C6 -1.66926 1.01974 4.05274  -0.745
C7 -3.25366 1.42943 4.15311  -0.197
C8 -3.94345 1.84586 2.71501  -0.322
O4 -4.90163 0.81693 2.20740  -0.179
C9 -4.85311 0.75434 0.73502  0.537
C10 -4.64582 -0.65872 -0.12932  -0.641
O5 -4.99677 1.88543 0.00367  -0.558
C11 0.10624 -1.54678 3.52361  -0.433
C12 1.27448 -1.87404 2.41268  -0.704
O6 0.78364 -2.56565 1.20453  -0.098
C13 1.88631 -3.23701 0.47690  -0.263
C14 1.35619 -3.56496 -1.06747  -0.847
H1 -4.48205 -7.75752 4.22503  0.273
H2 -3.40864 -8.50012 5.67397  0.312
H3 -4.80183 -7.14454 5.98271  0.264
H4 -2.17834 -6.20492 6.02554  0.276
H5 -2.06239 -6.77620 4.14352  0.246
H6 -3.81529 -4.42929 5.62332  0.236
H7 -4.57751 -5.28417 4.12644  0.110
H8 -5.78127 -3.47504 3.90427  0.362
H9 -5.62218 -2.06513 2.65884  0.117
H10 -6.07242 -0.20061 4.43298  0.270
H11 -1.26343 0.66483 5.11730  0.348
H12 -0.96363 1.88903 3.68905  0.369
H13 -3.94093 0.60768 4.62963  -0.108
H14 -3.31099 2.37165 4.88076  0.396
H15 -3.13053 2.13118 1.91409  0.170
H16 -4.60610 2.80299 2.93548  0.276
H17 -5.07179 -1.59044 0.47589  0.203
H18 -3.49242 -0.90132 -0.30004  0.121
H19 -5.23565 -0.64521 -1.15956  0.352
H20 0.62690 -0.89795 4.37887  0.319
H21 -0.18250 -2.56396 4.02449  0.321
H22 2.01936 -2.64169 2.94324  0.370
H23 1.94175 -0.92023 2.17966  0.240
H24 2.85965 -2.57322 0.37754  0.176
H25 2.10468 -4.23823 1.08917  0.257
H26 2.23495 -3.83794 -1.80629  0.251
H27 0.81627 -2.62110 -1.55034  0.217
H28 0.52023 -4.41537 -1.04738  0.252
O7 7.19583 -1.57828 -3.41705  -0.763
P1 6.72221 -1.03572 -2.04645  1.022
O8 8.27024 -0.91342 -1.43431  -0.376
C15 9.32039 -0.35601 -2.21601  -0.295
C16 9.33736 1.15977 -2.15125  -0.997
O9 6.36229 -2.51880 -1.38571  -0.333
C17 6.15912 -3.66459 -2.19662  -0.207
C18 7.46319 -4.41461 -2.40387  -1.117
O10 6.19301 -0.42949 -0.51500  -0.284
C19 6.62349 0.81129 0.00260  -0.110
C20 5.97699 1.97287 -0.71723  -1.085
H29 9.27799 -0.68802 -3.25713  0.315
H30 10.25886 -0.74182 -1.80643  0.324
H31 8.38856 1.57488 -2.49918  0.180
H32 10.14100 1.56446 -2.77050  0.403
H33 9.49462 1.50370 -1.12464  0.267
H34 5.68459 -3.39619 -3.14588  0.351
H35 5.45441 -4.31547 -1.66815  0.297
H36 8.23966 -3.77585 -2.83417  0.260
H37 7.31350 -5.27346 -3.06486  0.369
H38 7.85253 -4.77433 -1.44633  0.286
H39 7.70862 0.88622 0.00314  0.203
H40 6.32210 0.83931 1.05451  0.343
H41 6.15248 1.92141 -1.79523  0.279
H42 6.37234 2.92204 -0.33955  0.354
H43 4.89555 1.96231 -0.56767  0.310
O11 -4.28891 4.11241 -4.28234  -0.762
P2 -3.21402 4.88974 -3.48384  1.018
O12 -2.04406 4.70081 -4.65924  -0.388
C21 -2.35180 4.90828 -6.03287  -0.288
C22 -2.28642 6.37458 -6.41727  -1.001
O13 -2.74644 3.61118 -2.52870  -0.323
C23 -3.57144 2.47026 -2.35738  0.224
C24 -3.25043 1.41335 -3.39949  -1.111
O14 -2.01297 5.75829 -2.59164  -0.307
C25 -1.36875 6.90663 -3.10059  -0.117
C26 -2.28506 8.10903 -3.10044  -1.094
H44 -3.32601 4.49123 -6.30294  0.314
H45 -1.60687 4.35353 -6.61137  0.319
H46 -2.97870 6.96639 -5.81387  0.178
H47 -2.54127 6.51007 -7.47073  0.403
H48 -1.28054 6.77422 -6.25783  0.266
H49 -4.63089 2.74559 -2.36477  0.284
H50 -3.36119 2.06411 -1.36220  -0.012
H51 -3.34224 1.80070 -4.41813  0.321
H52 -3.91671 0.55208 -3.29350  0.313
H53 -2.21670 1.07103 -3.28954  0.279
H54 -0.94288 6.71991 -4.08389  0.211
H55 -0.51921 7.11334 -2.44203  0.331
H56 -3.20793 7.90708 -3.65095  0.283
H57 -1.78315 8.96985 -3.55537  0.345
H58 -2.57143 8.37240 -2.08033  0.321


(4)
Formula: C3H4N2O
Source: the OMol25 dataset
Level of theory: ωB97M-V/def2-TZVPD

The LUMO energy (spin up / spin down) is -2.110 / -1.898 eV. Its highest occupied orbital energy (spin up / spin down) is -9.81 / -9.96 eV. The charge is 0. The value obtained for the HOMO-LUMO gap (spin up / spin down) is 7.70 / 8.06 eV. The value obtained for the relative energy (zero: lowest compared OMol25 entry of this formula, charge and spin) is 421.1 kJ/mol.

Each line ends with the Mulliken charge.
Atoms and positions in Å:
C1 0.51867 0.60949 1.94992  0.445
C2 0.60214 -0.18360 0.83400  -0.584
C3 -0.41464 0.12790 -0.37765  0.352
N1 0.50556 1.35862 2.82959  -0.343
N2 0.08711 -0.44251 -1.58889  -0.553
O1 -1.50650 -0.46244 0.11625  -0.422
H1 0.89757 -1.21786 0.91926  0.320
H2 -0.48267 1.22767 -0.45479  0.324
H3 -0.47148 -1.22925 -1.89209  0.234
H4 0.26423 0.21200 -2.33559  0.228